(1)
{
  "formula": "C5H8N2",
  "method": "ωB97M-V/def2-TZVPD",
  "species": ["C", "C", "C", "N", "C", "C", "N", "H", "H", "H", "H", "H", "H", "H", "H"],
  "xyz": [[-0.88880, 1.59497, -0.37326], [-0.13645, 0.69674, 0.60265], [-0.57269, -0.76908, 0.58925], [0.75899, -1.27418, 0.06843], [1.27588, 0.33191, 0.09654], [0.87332, -1.50329, -1.28221], [0.97975, -1.70619, -2.41644], [-0.92695, 1.12708, -1.36443], [-1.91213, 1.80773, -0.03863], [-0.35312, 2.54294, -0.48593], [-0.19504, 1.11839, 1.61555], [-1.38927, -1.06104, -0.07898], [-0.73934, -1.20726, 1.57664], [1.16672, -2.02879, 0.62610], [2.05912, 0.33007, 0.86473]],
  "forces_ev_per_a": [[-0.04, 0.04, -0.02], [-0.12, 0.16, 0.04], [-0.15, 0.03, 0.00], [0.22, -0.16, -0.37], [0.15, 0.13, 0.38], [-0.01, -0.51, -0.90], [-0.18, 0.02, 1.03], [0.02, 0.07, 0.16], [0.12, -0.02, -0.04], [-0.10, -0.11, 0.04], [0.01, -0.06, -0.13], [0.15, 0.11, 0.08], [0.12, 0.05, -0.19], [0.03, 0.24, -0.17], [-0.20, 0.00, 0.09]],
  "de_lowest_kcal_mol": 113.82,
  "orbital_gap_ev": 7.696,
  "total_charge": 0,
  "max_force_ev_per_a": 1.044,
  "energy_ev": -8290.0608
}

(2)
{
  "formula": "C5H8N2",
  "method": "ωB97M-V/def2-TZVPD",
  "species": ["C", "C", "C", "N", "C", "C", "N", "H", "H", "H", "H", "H", "H", "H", "H"],
  "xyz": [[-1.81237, -0.95582, 0.64169], [-0.54571, -0.50283, -0.03038], [-0.52459, 0.88375, -0.50582], [0.26926, 0.47303, 0.68055], [1.71549, 0.32541, 0.45263], [2.09126, 0.45319, -0.95836], [2.32668, 0.61009, -2.07774], [-2.30261, -0.09568, 1.11048], [-1.64847, -1.72884, 1.39494], [-2.48464, -1.35099, -0.12625], [-0.00379, -1.24118, -0.61789], [-0.02366, 1.19893, -1.39098], [-1.40159, 1.48987, -0.37331], [2.27351, 1.09324, 0.99976], [2.07123, -0.65218, 0.80067]],
  "forces_ev_per_a": [[-0.06, -0.11, -0.02], [-0.25, -0.22, -0.20], [-0.02, 0.25, 0.16], [-0.06, 0.21, -0.12], [-0.03, 0.08, 0.03], [0.51, 0.12, -1.08], [-0.08, -0.20, 0.81], [0.11, -0.21, 0.01], [0.03, 0.05, -0.04], [-0.01, -0.02, 0.14], [-0.04, 0.01, 0.01], [0.57, -0.24, -0.51], [-0.22, 0.19, 0.70], [-0.23, -0.08, 0.01], [-0.22, 0.17, 0.10]],
  "de_lowest_kcal_mol": 41.74,
  "orbital_gap_ev": 10.795,
  "smiles": "C[C@H]1CN1CC#N",
  "total_charge": 0,
  "max_force_ev_per_a": 1.197,
  "energy_ev": -8293.1864
}

(3)
{
  "formula": "C5H8N2",
  "method": "ωB97M-V/def2-TZVPD",
  "species": ["C", "C", "C", "C", "C", "N", "N", "H", "H", "H", "H", "H", "H", "H", "H"],
  "xyz": [[1.23964, -0.10935, -1.35033], [0.98924, 0.73456, -0.08215], [2.41618, -0.46629, -1.82577], [-0.08049, 0.63210, 0.71246], [-2.29393, -0.43385, 1.15668], [-0.51393, -1.46462, -0.02071], [-0.90237, -0.54184, 0.61971], [0.30712, -0.56524, -1.74757], [1.67505, 1.50746, 0.30423], [2.32698, -1.09193, -2.63741], [3.32323, -0.18331, -1.26156], [-0.15574, 1.23031, 1.51570], [-2.30351, -0.52155, 2.14590], [-2.81944, 0.60442, 0.89334], [-2.92103, -1.35585, 0.83055]],
  "forces_ev_per_a": [[-1.53, 0.89, 2.16], [0.16, -0.24, -0.87], [0.13, 1.51, 2.21], [1.65, -1.91, -2.14], [-2.55, 0.69, -4.25], [0.00, -2.60, -0.43], [-1.44, 1.44, -0.25], [0.89, 0.73, -0.10], [-0.05, -0.31, -0.97], [0.87, -1.34, -1.79], [-0.33, -0.33, -0.91], [-0.71, 2.01, 2.76], [0.39, -0.02, 4.41], [1.23, -2.32, 0.26], [1.28, 1.81, -0.10]],
  "de_lowest_kcal_mol": 119.87,
  "orbital_gap_ev": 8.315,
  "total_charge": 0,
  "max_force_ev_per_a": 5.007,
  "energy_ev": -8289.7982
}

(4)
{
  "formula": "C5H8N2",
  "method": "ωB97M-V/def2-TZVPD",
  "species": ["C", "C", "C", "N", "C", "C", "N", "H", "H", "H", "H", "H", "H", "H", "H"],
  "xyz": [[1.98622, -0.16776, -0.54573], [0.57246, 0.23182, -0.11519], [-0.43923, -0.52234, -0.96701], [0.15426, -0.39233, 1.08215], [-1.02485, 0.26518, 1.41137], [-2.02567, 0.36546, 0.15386], [-3.09122, 0.61206, -0.25240], [2.11301, -1.25273, -0.48316], [2.70892, 0.30477, 0.12425], [2.19216, 0.16330, -1.56745], [0.45642, 1.33061, -0.15947], [-1.00444, -1.32375, -0.50521], [-0.13711, -0.76459, -1.99739], [-1.58396, -0.19441, 2.22887], [-0.87698, 1.34473, 1.59252]],
  "forces_ev_per_a": [[0.05, 0.11, 0.16], [0.30, -0.60, -0.90], [0.24, -0.19, -0.89], [0.56, 0.27, 0.75], [-1.40, 0.41, -0.22], [-0.57, 0.29, 0.77], [0.84, -0.19, 0.10], [-0.04, 0.16, -0.02], [-0.02, -0.07, -0.09], [-0.06, -0.04, 0.12], [-0.08, -0.23, 0.07], [0.22, -0.03, -0.09], [-0.22, 0.23, 0.21], [0.06, 0.08, -0.14], [0.12, -0.22, 0.17]],
  "de_lowest_kcal_mol": 119.77,
  "orbital_gap_ev": [7.888, 8.914],
  "total_charge": 0,
  "max_force_ev_per_a": 1.477,
  "energy_ev": -8289.8025
}

(5)
{
  "formula": "C5H8N2",
  "method": "ωB97M-V/def2-TZVPD",
  "species": ["C", "N", "C", "C", "C", "C", "N", "H", "H", "H", "H", "H", "H", "H", "H"],
  "xyz": [[1.54473, 0.53632, -0.93563], [1.16107, -0.82603, -0.58492], [0.07172, -0.65426, 0.04020], [0.09715, -0.80288, 1.51870], [-1.21220, -0.19126, -0.65926], [-1.82781, 1.02231, -0.13469], [-2.29207, 1.99279, 0.29085], [1.91089, 1.00123, 0.00216], [0.79878, 1.22105, -1.35751], [2.33845, 0.35300, -1.61344], [-0.34451, 0.10663, 1.96072], [-0.44402, -1.68687, 1.84106], [1.15311, -0.85562, 1.81550], [-1.88918, -1.04226, -0.49139], [-1.06101, -0.11428, -1.74379]],
  "forces_ev_per_a": [[0.71, 0.15, -0.99], [-0.34, 0.56, 1.12], [-0.16, -0.58, 0.36], [-0.26, -0.40, 0.32], [-0.08, -0.01, 0.04], [-0.52, 0.88, 0.40], [0.48, -0.91, -0.37], [0.06, -0.06, -0.57], [-0.13, -0.19, -0.15], [1.00, 0.86, -0.76], [-0.08, -0.40, -0.09], [-0.20, -0.05, 0.45], [-0.46, -0.17, -0.02], [-0.09, 0.25, -0.07], [0.08, 0.06, 0.34]],
  "de_lowest_kcal_mol": 72.07,
  "orbital_gap_ev": 8.698,
  "smiles": "C/N=C(/C)CC#N",
  "total_charge": 0,
  "max_force_ev_per_a": 1.526,
  "energy_ev": -8291.8713
}

(6)
{
  "formula": "C5H8N2",
  "method": "ωB97M-V/def2-TZVPD",
  "species": ["C", "N", "C", "N", "C", "C", "C", "H", "H", "H", "H", "H", "H", "H", "H"],
  "xyz": [[0.26073, 2.34669, -1.57434], [0.70216, 1.16918, -0.85772], [0.16391, 0.92961, 0.26094], [0.59898, -0.11688, 1.10747], [1.29651, -1.21858, 0.37691], [0.11903, -1.49811, 0.78289], [-1.08086, -2.29102, 1.08803], [-0.10264, 2.05797, -2.56657], [-0.53703, 2.90966, -1.06304], [1.11212, 3.01930, -1.72667], [-0.61926, 1.55693, 0.71144], [2.26504, -1.39054, -0.05594], [-1.28112, -2.25802, 2.16473], [-1.95620, -1.88504, 0.56919], [-0.94138, -3.33115, 0.78268]],
  "forces_ev_per_a": [[-0.06, 0.17, -0.15], [-0.22, -0.06, 0.44], [0.10, 0.08, -0.24], [-0.02, 0.24, 0.04], [-0.17, -0.22, 0.00], [0.18, -0.09, -0.13], [-0.01, -0.01, -0.01], [0.07, 0.03, 0.13], [0.11, -0.12, -0.03], [-0.11, -0.10, 0.01], [0.10, -0.06, -0.09], [-0.14, 0.02, 0.06], [0.04, 0.02, -0.14], [0.13, -0.04, 0.07], [0.00, 0.16, 0.03]],
  "de_lowest_kcal_mol": 89.54,
  "orbital_gap_ev": 9.282,
  "smiles": "C/N=C/N1C=C1C",
  "total_charge": 0,
  "max_force_ev_per_a": 0.493,
  "energy_ev": -8291.1134
}

(7)
{
  "formula": "C5H8N2",
  "method": "ωB97M-V/def2-TZVPD",
  "species": ["C", "C", "C", "C", "N", "C", "N", "H", "H", "H", "H", "H", "H", "H", "H"],
  "xyz": [[1.47751, -0.11668, -0.53531], [-0.01425, -0.03763, -0.27641], [-0.58255, -1.19142, 0.57492], [-0.72137, -0.64588, 1.93659], [-0.75566, -0.04104, 2.92475], [-0.67603, 1.28565, -0.18952], [-0.91718, 0.40631, -1.33266], [2.05961, -0.07741, 0.39409], [1.71871, -1.05883, -1.04083], [1.82197, 0.70428, -1.17537], [0.09411, -2.05871, 0.57440], [-1.54207, -1.50136, 0.13833], [-0.06718, 2.17504, -0.32738], [-1.50898, 1.44033, 0.47550], [-0.38665, 0.71735, -2.14111]],
  "forces_ev_per_a": [[0.00, -0.03, -0.08], [0.21, -0.03, 0.03], [0.12, 0.34, -0.02], [-0.03, 0.45, 0.90], [-0.04, -0.91, -1.00], [0.28, 0.13, -0.01], [0.05, -0.10, -0.38], [-0.21, -0.01, -0.11], [0.00, 0.10, 0.04], [-0.15, -0.09, 0.13], [-0.21, 0.27, 0.05], [0.18, 0.13, 0.39], [0.06, -0.15, -0.05], [-0.20, -0.10, 0.09], [-0.05, -0.01, 0.01]],
  "de_lowest_kcal_mol": 32.29,
  "orbital_gap_ev": 10.816,
  "smiles": "C[C@@]1(CC#N)CN1",
  "total_charge": 0,
  "max_force_ev_per_a": 1.359,
  "energy_ev": -8293.5960
}

(8)
{
  "formula": "C5H8N2",
  "method": "ωB97M-V/def2-TZVPD",
  "species": ["C", "C", "C", "N", "C", "C", "N", "H", "H", "H", "H", "H", "H", "H", "H"],
  "xyz": [[2.65980, 0.16816, -0.30243], [1.18871, 0.08451, 0.01082], [0.12818, 0.63882, -0.65351], [-1.06426, 0.12727, 0.04507], [-2.55159, -0.05202, -0.10993], [-0.52424, -0.65091, 1.02213], [0.77521, -0.70353, 1.05575], [3.22786, 0.42364, 0.59762], [3.00443, -0.81809, -0.63837], [2.91796, 0.88584, -1.08934], [0.29793, 1.50633, -1.30445], [-2.83735, -0.66107, -0.97617], [-2.92932, -0.61526, 0.76372], [-3.13514, 0.87286, -0.12524], [-1.15817, -1.20654, 1.70434]],
  "forces_ev_per_a": [[-0.07, 0.05, 0.02], [-0.02, 0.00, -0.12], [-0.74, -0.13, 0.71], [0.61, -0.08, 0.11], [0.25, 0.24, -0.22], [0.08, -0.17, 0.12], [-0.02, -0.14, -0.10], [-0.11, -0.04, -0.12], [-0.06, 0.17, 0.10], [-0.27, -0.06, 0.16], [-1.16, -0.67, -0.02], [0.42, 0.28, -0.04], [0.55, 0.35, -0.32], [0.49, 0.10, -0.16], [0.05, 0.10, -0.13]],
  "de_lowest_kcal_mol": 18.84,
  "orbital_gap_ev": 9.529,
  "smiles": "Cc1cn(C)cn1",
  "total_charge": 0,
  "max_force_ev_per_a": 1.337,
  "energy_ev": -8294.1795
}